{"formula": "C7H8N4O2", "method": "ωB97M-V/def2-TZVPD", "elements": ["C", "C", "C", "C", "C", "C", "C", "N", "N", "N", "N", "O", "O", "H", "H", "H", "H", "H", "H", "H", "H"], "positions_angstrom": [[-3.256, 0.845, -0.036], [-2.415, 1.239, 0.994], [-2.804, -0.036, -1.003], [-1.121, 0.761, 1.053], [-1.516, -0.538, -0.934], [-0.669, -0.137, 0.092], [0.709, -0.657, 0.160], [1.675, 0.216, 0.088], [0.896, -1.989, 0.187], [3.891, 1.194, -0.252], [2.924, -0.157, 0.048], [5.071, 0.977, -0.518], [3.443, -1.163, 0.525], [-4.265, 1.226, -0.087], [-2.770, 1.921, 1.751], [-3.454, -0.332, -1.812], [-0.452, 1.067, 1.843], [-1.153, -1.216, -1.694], [0.118, -2.623, 0.199], [1.842, -2.336, 0.295], [3.305, 1.739, -0.901]], "nbo_charge": [-0.2049, -0.2026, -0.2110, -0.1799, -0.1571, -0.1028, 0.4153, -0.3850, -0.7851, -0.0039, 0.2919, -0.3166, -0.4290, 0.2169, 0.2183, 0.2152, 0.2275, 0.2103, 0.4055, 0.4338, 0.3433], "relative_energy_kcal_mol": 137.7, "lumo_energy_ev": [0.02, -0.09], "homo_energy_ha": [-0.3282, -0.2723], "energy_ev": -17438.556}

***

{"formula": "C5H9NO", "method": "ωB97M-V/def2-TZVPD", "elements": ["C", "C", "O", "C", "C", "N", "C", "H", "H", "H", "H", "H", "H", "H", "H", "H"], "positions_angstrom": [[-1.448, 1.203, 1.423], [-1.291, -0.123, 0.754], [-1.765, -1.150, 1.207], [-0.389, -0.314, -0.411], [0.788, -0.714, 0.464], [0.917, 0.248, -0.607], [1.589, -0.089, -1.855], [-1.594, 1.040, 2.493], [-0.613, 1.881, 1.227], [-2.359, 1.637, 1.001], [-0.685, -1.106, -1.103], [0.649, -1.795, 0.520], [0.891, -0.234, 1.434], [2.637, 0.218, -1.785], [1.125, 0.464, -2.678], [1.549, -1.165, -2.083]], "nbo_charge": [-0.7164, 0.5733, -0.5935, -0.1712, -0.2480, -0.3780, -0.4096, 0.2360, 0.2332, 0.2440, 0.2007, 0.2305, 0.2051, 0.2103, 0.2056, 0.1779], "relative_energy_kcal_mol": 80.7, "lumo_energy_ev": 1.05, "homo_energy_ha": -0.3381, "energy_ev": -8865.714, "smiles": "CC(=O)[C@@H]1CN1C"}

***

{"formula": "C5H30NO12", "method": "ωB97M-V/def2-TZVPD", "elements": ["C", "N", "C", "C", "C", "C", "O", "O", "H", "H", "H", "H", "H", "H", "H", "H", "H", "H", "H", "H", "O", "H", "H", "O", "H", "H", "O", "H", "H", "O", "H", "H", "O", "H", "H", "O", "H", "H", "O", "H", "H", "O", "H", "H", "O", "H", "H", "O"], "positions_angstrom": [[-0.223, 1.153, 2.580], [-0.898, 0.671, 1.526], [-0.293, -0.428, 0.806], [-0.596, -1.750, 1.433], [-1.959, 1.472, 0.850], [-3.158, 0.679, 0.413], [-2.821, -0.299, -0.493], [0.852, 0.690, 3.003], [-0.597, 2.006, 3.075], [0.775, -0.237, 0.600], [-0.755, -0.399, -0.233], [-0.434, -2.736, 1.017], [-1.743, -1.725, 1.479], [-0.277, -1.805, 2.507], [-2.245, 2.307, 1.368], [-1.622, 1.881, -0.175], [-3.915, 1.378, -0.179], [-3.767, 0.210, 1.233], [2.114, -0.022, -3.319], [3.563, -0.075, -2.991], [2.794, -0.602, -3.186], [3.106, 0.818, -0.608], [1.648, 1.246, -0.222], [2.459, 1.559, -0.726], [2.959, -1.537, -0.658], [3.091, -0.856, 0.746], [3.400, -0.909, -0.151], [0.166, 3.330, -0.548], [1.525, 3.569, -0.301], [0.675, 3.835, 0.119], [1.199, -1.465, -2.344], [0.202, -2.015, -1.377], [1.160, -2.004, -1.512], [2.921, 0.073, 2.835], [2.127, -1.095, 2.431], [3.028, -0.850, 2.555], [-1.946, -1.931, -0.735], [-2.660, -3.143, -0.402], [-1.883, -2.848, -0.837], [-3.584, -1.477, 0.230], [-3.128, -2.149, 1.585], [-3.828, -2.224, 0.944], [-1.771, 1.057, -2.684], [-1.913, 0.178, -1.402], [-1.204, 0.854, -2.026], [1.787, 1.808, -2.360], [0.369, 1.263, -2.633], [1.178, 1.559, -3.079]], "nbo_charge": [0.5466, -0.4270, -0.2605, -0.6225, -0.2661, -0.0569, -0.9237, -0.7083, 0.1264, 0.1935, 0.2474, 0.2573, 0.1773, 0.1993, 0.2043, 0.2272, 0.1410, 0.1676, 0.4857, 0.4683, -0.9697, 0.5213, 0.4839, -1.0131, 0.5049, 0.4913, -0.9952, 0.4669, 0.4817, -0.9483, 0.4892, 0.4817, -0.9702, 0.4949, 0.4829, -0.9497, 0.4780, 0.4876, -0.9826, 0.5082, 0.4479, -1.0123, 0.4546, 0.5044, -1.0805, 0.4904, 0.5024, -1.0275], "relative_energy_kcal_mol": 88.5, "lumo_energy_ev": 2.96, "homo_energy_ha": -0.2341, "charge": -1, "energy_ev": -31733.360}

***

{"formula": "C3H4NO", "method": "ωB97M-V/def2-TZVPD", "elements": ["C", "C", "C", "N", "O", "H", "H", "H", "H"], "positions_angstrom": [[-1.059, -0.043, -0.141], [0.810, -1.223, 0.065], [-0.116, 1.034, 0.047], [1.127, 1.025, -0.007], [1.678, -0.409, -0.099], [-1.315, -0.121, -1.103], [0.833, -2.229, 0.258], [-0.333, 2.125, 0.220], [-1.625, -0.159, 0.760]], "nbo_charge": [-0.3200, 0.4897, 0.0070, -0.0237, -0.2385, 0.2535, 0.2217, 0.3344, 0.2759], "relative_energy_kcal_mol": 113.4, "lumo_energy_ev": -6.14, "homo_energy_ha": -0.6078, "charge": 1, "energy_ev": -6699.753}

***

{"formula": "C2H5N3S", "method": "ωB97M-V/def2-TZVPD", "elements": ["C", "N", "N", "C", "N", "S", "H", "H", "H", "H", "H"], "positions_angstrom": [[-0.887, -1.081, 2.288], [-1.592, -0.752, 1.232], [-0.672, -0.159, 0.362], [0.551, -0.729, 0.108], [1.301, -0.241, -0.828], [0.566, 1.319, -1.433], [-1.703, -1.545, 2.782], [0.111, -0.889, 2.304], [-1.267, -0.051, -0.580], [0.933, -1.555, 0.902], [1.614, 1.852, -2.222]], "nbo_charge": [-0.1919, -0.1889, -0.5023, 0.2001, -0.5406, 0.0699, 0.2303, 0.1864, 0.4002, 0.1958, 0.1409], "relative_energy_kcal_mol": 108.0, "lumo_energy_ev": 0.65, "homo_energy_ha": -0.3262, "energy_ev": -17456.431, "smiles": "C=NN/C=N\\S"}

***

{"formula": "C3H7NO", "method": "ωB97M-V/def2-TZVPD", "elements": ["C", "C", "N", "C", "O", "H", "H", "H", "H", "H", "H", "H"], "positions_angstrom": [[0.278, 0.763, 0.548], [0.605, 1.193, -0.840], [0.170, -1.602, 0.454], [-1.075, -1.323, 0.254], [-1.455, -0.103, 0.247], [0.402, -2.592, 0.508], [-1.848, -2.093, 0.118], [-0.305, 1.455, 1.143], [1.103, 0.373, 1.126], [1.351, 1.998, -0.780], [-0.274, 1.555, -1.369], [1.049, 0.376, -1.410]], "nbo_charge": [0.0186, -0.6785, -0.8052, 0.4332, -0.5780, 0.3534, 0.1529, 0.1916, 0.2184, 0.2288, 0.2303, 0.2346], "relative_energy_kcal_mol": 72.1, "lumo_energy_ev": 0.64, "homo_energy_ha": -0.3442, "energy_ev": -6759.624}

***

Which formula does entry 1 have? C7H8N4O2